No. 1
77
Properties=species:S:1:pos:R:3:lowdin_charge:R:1 method="wB97M-V/def2-TZVPD" total_charge=+3 gap_ev=10.23 total_energy_ha=-2609.91863 homo_ev=-17.4
C 9.2730 29.7786 -21.2573 0.04
C 9.5072 28.3610 -21.5908 -0.44
O 9.6721 27.8677 -22.6328 0.20
N 9.5153 27.4427 -20.4017 0.10
H 9.0101 27.8629 -19.6192 0.17
H 9.0701 26.5310 -20.6686 0.13
C 10.9420 27.2384 -19.9159 0.05
H 8.4206 29.9549 -20.6019 0.11
H 9.0548 30.3314 -22.1746 0.11
H 10.1541 30.2910 -20.8595 0.12
H 10.9866 26.2164 -19.5526 0.08
H 11.1172 27.9906 -19.1597 0.11
H 11.6253 27.3023 -20.7564 0.09
C 9.1247 21.4399 -17.6390 0.02
C 8.6183 22.7172 -17.0900 -0.44
O 9.2070 23.4272 -16.4013 0.22
N 7.1428 23.0122 -17.4036 0.10
H 7.1766 23.4065 -18.3570 0.14
H 6.7907 22.0531 -17.3722 0.18
C 6.6221 23.8964 -16.3336 0.02
H 8.8850 21.3560 -18.7099 0.08
H 8.7006 20.5291 -17.2100 0.11
H 10.2080 21.3935 -17.6182 0.10
H 6.5736 23.3022 -15.4270 0.12
H 5.6248 24.2005 -16.6385 0.11
H 7.2378 24.7710 -16.1817 0.10
C 5.3889 25.6560 -23.4215 0.04
C 4.0566 26.0242 -22.8931 -0.40
O 3.0098 25.8451 -23.3938 0.21
N 4.0229 26.7986 -21.5755 0.07
H 3.3806 26.2214 -21.0174 0.19
H 4.9357 26.6889 -21.1014 0.11
C 3.5978 28.2016 -21.6851 0.02
H 5.2240 24.8390 -24.1215 0.11
H 6.0017 25.2263 -22.6183 0.08
H 5.9804 26.4466 -23.8771 0.11
H 4.0845 28.6914 -22.5255 0.11
H 3.8105 28.7017 -20.7496 0.11
H 2.5388 28.1961 -21.9292 0.11
C 12.0829 19.8069 -22.9713 0.03
C 11.4301 18.6016 -23.5676 -0.40
O 10.7017 18.6498 -24.4891 0.21
N 11.7104 17.2182 -23.0031 0.09
H 12.3236 17.2669 -22.1848 0.18
H 10.8101 16.8114 -22.7195 0.20
C 12.3534 16.3461 -24.0681 0.05
H 12.8475 19.7001 -22.2033 0.09
H 11.2632 20.4082 -22.5577 0.10
H 12.4910 20.4243 -23.7709 0.10
H 13.2789 16.8373 -24.3509 0.11
H 11.6541 16.2811 -24.8913 0.11
H 12.5632 15.3849 -23.6121 0.11
C 12.4151 25.7139 -23.6859 0.05
C 12.7019 24.2653 -23.4628 -0.39
O 12.2196 23.3394 -24.0073 0.19
N 13.7785 23.9121 -22.3815 0.10
H 14.4582 23.3011 -22.8517 0.19
H 14.3096 24.7555 -22.1394 0.18
C 13.1283 23.2465 -21.2513 -0.01
H 12.7800 25.9508 -24.6895 0.12
H 12.9881 26.3430 -23.0069 0.09
H 11.3371 25.8417 -23.6514 0.09
H 12.5073 22.4236 -21.5871 0.08
H 12.4852 23.8704 -20.6332 0.09
H 13.8160 22.8398 -20.5083 0.12
P 9.0946 23.5870 -21.0436 0.18
F 10.2946 24.2182 -21.9556 -0.16
F 9.9309 24.0971 -19.7395 -0.16
F 8.3580 25.0504 -21.1087 -0.17
F 7.9036 23.1517 -20.0362 -0.15
F 8.3156 23.1084 -22.3161 -0.08
F 9.8518 22.1703 -20.9717 -0.14
B 5.8148 26.6543 -19.0200 -1.22
F 6.6612 26.6926 -17.9185 0.13
F 5.8993 25.4007 -19.6972 0.07
F 4.4834 26.9350 -18.7585 0.15
F 6.3018 27.6469 -19.9852 0.03

---

No. 2
89
Properties=species:S:1:pos:R:3:lowdin_charge:R:1 method="wB97M-V/def2-TZVPD" total_charge=-1 gap_ev=8.37 total_energy_ha=-2475.71048 homo_ev=-6.0
P -31.7604 -1.2009 3.1940 0.20
F -30.1607 -1.1388 3.2951 -0.16
F -31.6022 -1.3185 1.5805 -0.17
F -31.9087 -2.8325 3.2013 -0.17
F -33.4004 -1.1028 3.0034 -0.19
F -31.7607 -1.1680 4.8008 -0.16
F -31.8964 0.4219 3.1737 -0.20
C -31.5996 -5.7362 8.3420 -0.10
C -31.2540 -6.9112 7.4338 -0.26
N -32.1687 -7.1619 6.3246 -0.18
C -32.1893 -6.0368 5.3786 -0.25
C -31.1983 -6.2609 4.2426 -0.09
C -33.5408 -7.4485 6.7939 -0.27
C -33.6362 -8.6555 7.7003 -0.10
H -31.6221 -4.7836 7.8132 0.05
H -30.7558 -5.5933 9.0327 0.07
H -32.4433 -5.8111 9.0271 0.07
H -30.2193 -6.8520 7.0801 0.11
H -31.0892 -7.7666 8.1033 0.10
H -33.2028 -5.8973 5.0060 0.11
H -31.8964 -5.0714 5.7993 0.09
H -30.9013 -5.3545 3.7127 0.06
H -30.2637 -6.7103 4.5987 0.06
H -31.4742 -6.9965 3.4813 0.07
H -34.1926 -7.6751 5.9462 0.11
H -33.8660 -6.4926 7.2234 0.11
H -33.2744 -8.3579 8.6929 0.06
H -33.0790 -9.5162 7.3440 0.08
H -34.6893 -8.8576 7.9042 0.07
C -28.7563 -2.1805 -1.6830 -0.36
O -27.8942 -1.3342 -1.7181 0.01
N -29.1326 -2.8680 -0.5828 -0.18
C -30.2334 -3.7858 -0.6455 -0.09
C -28.6459 -2.4979 0.7509 -0.02
H -29.3359 -2.5445 -2.5483 0.12
H -30.0173 -4.6856 -0.0489 0.08
H -30.7090 -4.1714 -1.5434 0.08
H -31.0582 -3.4001 -0.0239 0.08
H -28.7693 -3.3256 1.4397 0.08
H -27.6504 -2.0752 0.6693 0.10
H -29.3259 -1.6806 0.9966 0.06
C -32.2812 4.3856 5.9007 -0.36
O -32.7936 5.4120 5.4927 -0.01
N -32.6880 3.1446 5.5631 -0.19
C -32.0988 1.9195 6.0514 -0.06
C -33.6479 2.9255 4.4690 -0.03
H -31.4422 4.2882 6.6137 0.13
H -31.4617 2.1265 6.9120 0.09
H -31.6671 1.3980 5.1976 0.07
H -32.8993 1.2793 6.4376 0.09
H -34.1733 3.8669 4.3189 0.08
H -33.0535 2.7416 3.5736 0.08
H -34.3227 2.1138 4.7229 0.09
C -34.6371 0.9296 0.7535 -0.36
O -33.9577 1.7038 0.1026 0.01
N -35.5664 1.2581 1.6698 -0.19
C -36.3515 0.1608 2.2148 -0.06
C -36.0636 2.6288 1.7311 -0.04
H -34.4908 -0.1587 0.6836 0.13
H -36.8865 0.4923 3.1049 0.08
H -35.7983 -0.7492 2.4253 0.07
H -37.1249 -0.0914 1.4760 0.08
H -36.0614 2.9711 2.7709 0.07
H -35.3689 3.2880 1.2230 0.09
H -37.1039 2.6272 1.4031 0.09
C -29.2637 1.2258 0.5893 -0.32
O -28.3617 1.0080 -0.1924 0.02
N -29.3335 2.4108 1.2433 -0.19
C -30.3771 2.6988 2.2289 -0.07
C -28.2312 3.3575 1.2503 -0.05
H -30.1056 0.5694 0.8366 0.12
H -30.8181 3.6539 1.9356 0.09
H -29.9882 2.7640 3.2465 0.09
H -31.1384 1.9241 2.1815 0.05
H -28.4934 4.2098 0.6147 0.09
H -28.2030 3.8156 2.2430 0.07
H -27.2889 2.8867 0.9964 0.08
C -27.6878 -2.8960 4.1506 -0.33
O -26.8740 -3.3636 3.3792 0.01
N -27.9644 -3.3966 5.3783 -0.19
C -29.1630 -2.9858 6.0835 -0.05
C -27.3642 -4.6319 5.8784 -0.04
H -28.3324 -2.0478 3.8922 0.12
H -29.5709 -2.0835 5.6270 0.07
H -28.9077 -2.5846 7.0743 0.09
H -29.8535 -3.8203 6.2046 0.07
H -27.1925 -4.5927 6.9500 0.08
H -28.0737 -5.4149 5.5929 0.08
H -26.4412 -4.8349 5.3410 0.08

---

No. 3
17
Properties=species:S:1:pos:R:3:lowdin_charge:R:1 method="wB97M-V/def2-TZVPD" gap_ev=9.62 total_energy_ha=-309.70678 homo_ev=-8.7
C -2.3587 0.1633 0.7315 -0.02
C -0.9982 0.2458 -0.0276 -0.27
C -0.1931 -1.0525 -0.0844 -0.06
C 0.8476 0.0319 -0.1894 -0.54
C 2.3126 -0.1816 0.0517 0.00
C 0.1686 0.9273 -1.2005 0.06
O 0.1047 0.8349 0.8086 -0.10
H -3.2137 -0.2176 0.1555 0.07
H -2.6410 1.1290 1.1482 0.07
H -2.2597 -0.5335 1.5946 0.09
H -0.1407 -1.5329 0.9040 0.12
H -0.3044 -1.7889 -0.8829 0.12
H 2.7058 -0.8972 -0.6784 0.09
H 2.4579 -0.6049 1.0525 0.09
H 2.8806 0.7490 -0.0225 0.08
H -0.1424 0.7269 -2.2084 0.07
H 0.7312 1.8989 -1.1493 0.12

---

No. 4
14
Properties=species:S:1:pos:R:3:lowdin_charge:R:1 method="wB97M-V/def2-TZVPD" smiles="CN(O)O.N=C=N" gap_ev=10.08 total_energy_ha=-394.99054 homo_ev=-9.3
C -1.0886 0.3070 -0.7289 -0.05
N -1.4394 -0.8785 0.0503 -0.28
O -1.6848 -1.9434 -0.8372 -0.07
O -0.3478 -1.1209 0.9646 -0.06
H -1.5092 0.2050 -1.7030 0.07
H 0.1028 0.4775 -0.7470 0.11
H -1.5210 1.0747 -0.1870 0.06
H -1.1664 -1.8431 -1.7024 0.12
H -0.7382 -1.7114 1.6620 0.12
N 2.3919 0.2453 -0.0567 0.19
C 1.9068 1.1227 0.5528 -0.47
N 1.4961 2.1706 0.9242 0.17
H 2.1361 -0.6646 -0.0400 0.03
H 1.4618 2.5591 1.8482 0.07

---

No. 5
117
Properties=species:S:1:pos:R:3:lowdin_charge:R:1 method="wB97M-V/def2-TZVPD" smiles=COCCNCCOC.COCCNCCOC.COCCNCCOC.COCCNCCOC.CCO.O.O.O.O gap_ev=8.90 total_energy_ha=-2231.81796 homo_ev=-8.7
C 2.5287 -3.9498 -1.3410 -0.09
O 1.9796 -2.6621 -0.9370 -0.22
C 2.8677 -1.5199 -1.2319 -0.16
C 2.2143 -0.1491 -0.8600 -0.17
N 2.2653 0.1974 0.5778 -0.04
C 1.7921 1.5969 0.6621 -0.20
C 2.2462 2.3003 1.9525 -0.19
O 1.9028 1.6548 3.1699 -0.23
C 0.5648 1.3199 3.3147 -0.09
H 2.7268 -3.9583 -2.4128 0.08
H 1.8686 -4.7681 -1.0534 0.08
H 3.4917 -4.0683 -0.8442 0.08
H 3.0254 -1.5517 -2.3100 0.08
H 3.8553 -1.6822 -0.8003 0.12
H 1.1828 -0.2851 -1.1848 0.10
H 2.7556 0.5423 -1.5057 0.13
H 1.7117 -0.4449 1.1265 0.12
H 0.7199 1.7316 0.5194 0.11
H 2.2897 2.2531 -0.0520 0.12
H 1.8092 3.2960 2.0279 0.12
H 3.3201 2.4627 1.8607 0.11
H 0.0255 2.2396 3.5413 0.09
H 0.5336 0.7174 4.2225 0.09
H 0.2424 0.7476 2.4449 0.07
C -3.0366 -0.1549 -4.5200 -0.08
O -2.2503 -1.2669 -5.0132 -0.17
C -1.0048 -1.4767 -4.3567 -0.25
C 0.0752 -0.6285 -4.8346 -0.23
N 1.4340 -1.0544 -4.5401 -0.04
C 2.2400 -1.2699 -5.7519 -0.20
C 3.7125 -1.3060 -5.3426 -0.26
O 4.0961 0.0096 -5.0334 -0.19
C 5.5344 0.0429 -4.6212 -0.05
H -3.9833 -0.1067 -5.0582 0.08
H -2.4636 0.7661 -4.6280 0.08
H -3.4404 -0.3620 -3.5289 0.08
H -0.7636 -2.5118 -4.5985 0.10
H -1.0526 -1.4678 -3.2677 0.11
H -0.1118 0.3045 -4.3028 0.12
H -0.0623 -0.3350 -5.8753 0.13
H 1.9945 -0.3599 -4.0671 0.08
H 2.1428 -0.4022 -6.4044 0.11
H 1.7878 -2.1032 -6.2897 0.12
H 4.1940 -1.6844 -6.2443 0.12
H 3.8528 -1.9627 -4.4840 0.11
H 6.1974 -0.1505 -5.4645 0.09
H 5.7427 -0.4637 -3.6788 0.08
H 5.8232 1.0374 -4.2811 0.08
C -3.7541 6.7396 -1.1269 -0.17
O -3.3970 5.4241 -1.3470 -0.14
C -2.3277 5.1639 -0.4627 -0.24
C -2.8990 4.8785 0.9238 -0.19
N -1.8420 4.7048 1.9656 -0.04
C -1.2225 6.0121 2.3618 -0.18
C -0.3798 5.8212 3.6381 -0.26
O -0.8357 5.1048 4.7464 -0.20
C 0.1670 4.9469 5.7503 -0.10
H -2.9796 7.4731 -0.9028 0.08
H -4.3470 7.0238 -0.2575 0.08
H -4.1686 7.0736 -2.0781 0.10
H -1.5587 5.9336 -0.3971 0.11
H -1.8017 4.3378 -0.9412 0.13
H -3.1913 3.8419 0.7563 0.10
H -3.8195 5.3650 1.2466 0.12
H -2.2119 4.2595 2.7933 0.10
H -1.9179 6.8414 2.4912 0.11
H -0.4207 6.4167 1.7442 0.11
H -0.0259 6.7684 4.0452 0.12
H 0.5959 5.3738 3.4486 0.10
H 0.9973 4.3464 5.3788 0.09
H -0.3567 4.3398 6.4888 0.07
H 0.4503 5.8695 6.2570 0.09
C -2.6874 -4.7527 5.5043 -0.10
O -3.2097 -5.3046 4.2364 -0.19
C -2.4513 -4.9991 3.0553 -0.21
C -3.2856 -5.4880 1.8666 -0.23
N -2.5227 -5.2201 0.6823 -0.06
C -3.2276 -5.8074 -0.4352 -0.20
C -2.3767 -5.9027 -1.7217 -0.18
O -1.8074 -4.6549 -2.1658 -0.22
C -0.7807 -4.7831 -3.1255 -0.10
H -2.3935 -3.7067 5.5912 0.07
H -1.8480 -5.2658 5.9735 0.08
H -3.4689 -4.5783 6.2438 0.07
H -1.5199 -5.5643 3.0890 0.12
H -2.2111 -3.9360 3.0394 0.12
H -4.2641 -5.0083 1.8432 0.12
H -3.4631 -6.5525 2.0195 0.12
H -2.4572 -4.2367 0.4613 0.09
H -4.1405 -5.2520 -0.6505 0.12
H -3.4975 -6.8051 -0.0888 0.11
H -2.9084 -6.2815 -2.5946 0.12
H -1.5055 -6.5359 -1.5544 0.11
H -1.2610 -4.4910 -4.0594 0.08
H -0.2202 -5.7178 -3.1124 0.09
H -0.1489 -3.9351 -2.8611 0.07
C -2.8889 -0.2189 0.1739 -0.05
C -1.5015 -0.8708 -0.2993 -0.25
O -1.7648 -2.2825 -0.4666 -0.11
H -2.8416 0.8665 0.0849 0.05
H -3.1527 -0.4858 1.1972 0.07
H -3.7050 -0.4553 -0.5088 0.06
H -0.7996 -0.9253 0.5328 0.09
H -1.0493 -0.4472 -1.1961 0.08
H -1.0270 -2.6599 -0.9512 0.05
O 4.0673 0.5363 4.4679 -0.05
H 3.2802 1.0647 4.3356 -0.01
H 4.3528 0.7493 5.3564 0.03
O 4.8830 0.7392 0.9709 -0.06
H 4.8811 0.4346 1.8783 0.03
H 3.9942 0.5692 0.6589 -0.03
O 5.5057 3.4612 -0.0820 -0.06
H 5.3456 2.7473 0.5353 -0.02
H 4.7785 4.0675 0.0585 0.02
O -0.3361 1.6707 6.7691 -0.05
H -1.1544 1.4507 6.3239 0.04
H -0.5417 1.5945 7.7008 0.04

---

No. 6
25
Properties=species:S:1:pos:R:3:lowdin_charge:R:1 method="wB97M-V/def2-TZVPD" smiles=COc1sccc1C(C)(C)C gap_ev=8.86 total_energy_ha=-824.72550 homo_ev=-8.1
C -0.4611 -2.8061 -2.0656 -0.11
O -0.5227 -1.8346 -1.0155 -0.16
C -0.0939 -0.5654 -1.3537 -0.48
S 0.2684 -0.0675 -3.0201 1.02
C 0.7125 1.5168 -2.4996 -0.43
C 0.6408 1.6514 -1.1259 -0.14
C 0.1832 0.4364 -0.4527 -0.19
C -0.0340 0.4418 1.0973 -0.52
C 1.3116 0.7444 1.7998 -0.06
C -0.5409 -0.9109 1.6655 -0.06
C -1.0503 1.5545 1.5098 -0.05
H -1.2286 -2.5969 -2.8185 0.09
H -0.6364 -3.8014 -1.6511 0.09
H 0.5467 -2.8860 -2.5435 0.09
H 1.0063 2.3133 -3.1712 0.06
H 0.8733 2.5787 -0.6067 0.11
H 1.2469 0.6093 2.9037 0.09
H 1.5855 1.7969 1.5755 0.08
H 2.1056 0.0603 1.4571 0.09
H 0.1305 -1.7342 1.4208 0.08
H -1.5711 -1.1063 1.2643 0.10
H -0.5883 -0.8266 2.7293 0.06
H -2.0565 1.3724 1.1370 0.08
H -1.0965 1.5470 2.6272 0.10
H -0.7309 2.5125 1.1366 0.06

---

No. 7
17
Properties=species:S:1:pos:R:3:lowdin_charge:R:1 method="wB97M-V/def2-TZVPD" smiles="C[C@H](C=O)N(C)C=O" gap_ev=10.18 total_energy_ha=-401.09155 homo_ev=-9.5
C -1.4033 -0.0431 -1.2907 -0.04
C -0.0682 -0.4824 -0.6380 -0.26
C -0.1302 -1.7865 0.1118 -0.21
O 0.8263 -2.1895 0.7531 0.05
N 0.2967 0.5560 0.3675 -0.14
C 1.6224 1.1035 0.1895 -0.07
C -0.2718 0.6317 1.5906 -0.25
O -1.4762 0.2063 1.6523 -0.03
H -1.4201 0.1314 -2.3088 0.04
H -2.2747 -0.6785 -0.9783 0.10
H -1.7779 0.9166 -0.8840 0.09
H 0.7182 -0.6039 -1.3771 0.15
H -0.9402 -2.5631 -0.0365 0.14
H 2.5102 0.3187 0.1108 0.13
H 1.6497 1.6406 -0.6790 0.04
H 1.7952 1.9088 1.0354 0.13
H 0.3440 0.9333 2.3814 0.12

---

No. 8
19
Properties=species:S:1:pos:R:3:lowdin_charge:R:1 method="wB97M-V/def2-TZVPD" smiles=CC(O)O.COC gap_ev=10.66 total_energy_ha=-385.28763 homo_ev=-9.8
C 2.3970 -0.6530 0.0430 -0.03
C 1.4068 -0.9865 -1.0809 -0.52
O 0.7172 0.1587 -1.5120 -0.03
O 0.5393 -2.0129 -0.7064 -0.01
H 2.9861 0.2174 -0.2337 0.08
H 1.8612 -0.4442 0.9679 0.07
H 3.0582 -1.4989 0.2075 0.08
H 1.9548 -1.3568 -1.9551 0.15
H -0.1147 0.2081 -1.0077 0.05
H -0.0550 -1.6737 -0.0200 0.08
C -0.5949 1.4170 0.9079 -0.05
O -1.2339 0.1690 0.4527 -0.30
C -2.6189 0.3085 0.2500 -0.11
H -0.8039 2.2131 0.1896 0.10
H 0.4746 1.2764 1.0286 0.07
H -1.0244 1.6587 1.8853 0.09
H -3.0004 -0.6738 -0.0359 0.10
H -3.1158 0.6465 1.1687 0.09
H -2.8333 1.0265 -0.5494 0.09